Arrangement one

DFT (ωB97M-V with the def2-TZVPD basis set) results for a single C5H3N3 molecule.

Values from the calculation:
Net charge   0
Frontier orbital gap   8.85 eV

Geometry (Å):
N: 2.6500 -0.1658 -0.1446
N: 1.8619 -1.3292 0.0168
N: 2.0647 0.9952 -0.1302
C: -2.8239 -0.1421 -0.0153
C: -0.0905 0.1404 -0.0888
C: 0.4835 -1.1195 -0.0403
C: -1.5523 0.2083 -0.2039
C: 0.7917 1.2302 0.0993
H: -3.8019 -0.1933 -0.1091
H: 0.5741 2.3777 0.3409
H: -0.1574 -2.0018 0.2752

Arrangement two

DFT (ωB97M-V with the def2-TZVPD basis set) results for a single C5H3N3 molecule.

Values from the calculation:
Net charge   0
Frontier orbital gap   8.77 eV

Geometry (Å):
N: 0.8592 -1.0855 0.3631
N: -3.3036 3.3064 -0.6525
N: -1.8449 1.3412 -0.5118
C: 2.0964 -1.5622 0.4391
C: -0.6616 0.8644 -0.0981
C: 3.1943 -1.9867 0.6085
C: 0.2300 -0.0312 -0.2225
C: -2.4513 2.5406 -0.5306
H: -2.4315 0.6200 -0.9432
H: 0.1689 -1.5141 0.9811
H: 4.1442 -2.4930 0.5668

Arrangement three

DFT (ωB97M-V with the def2-TZVPD basis set) results for a single C5H3N3 molecule.

Values from the calculation:
Net charge   0
Frontier orbital gap   9.49 eV

Geometry (Å):
N: 1.4630 -1.1868 0.0774
N: 2.2534 -0.0884 0.2491
N: 0.1451 -1.1520 -0.2048
C: 0.0774 1.1876 -0.1653
C: 1.5257 1.0698 0.0286
C: -1.9747 -0.0814 -0.1306
C: -0.5384 0.0009 -0.2462
C: -3.1868 -0.0163 0.2870
H: -0.3069 2.1742 -0.0837
H: 2.1640 1.8147 0.1495
H: -4.3071 0.0373 0.4415

Arrangement four

DFT (ωB97M-V with the def2-TZVPD basis set) results for a single C5H3N3 molecule.

Values from the calculation:
Net charge   0
Frontier orbital gap   7.87 eV

Geometry (Å):
N: 0.6822 1.0627 -0.2398
N: -3.3501 0.5158 0.3262
N: 1.2167 -1.2258 0.1861
C: 2.2937 -0.3772 0.1702
C: 1.9628 1.0129 0.0428
C: -1.1182 -0.6967 -0.2763
C: -2.3364 -0.0244 -0.1425
C: 0.1379 -0.2276 -0.0552
H: -1.5402 -1.8138 -0.3632
H: 2.8064 1.9608 0.1608
H: 3.2541 -0.7384 -0.1392

Which one is most stable, and which one is least stable? arrangement four is the most stable of them, while arrangement two is the least stable.

Arrangement one

DFT (ωB97M-V with the def2-TZVPD basis set) results for C2H6O2S2 as an isolated structure.

Values from the calculation:
Net charge   0
Frontier orbital gap (spin up / spin down)   6.54 / 7.73 eV

Geometry (Å):
S: 0.5509 -1.4518 0.5691
S: -0.1450 1.4722 -0.8436
O: 1.1182 -0.1714 0.0720
O: -0.3556 -1.3088 1.6654
C: -0.2948 -2.2102 -0.9492
C: 0.1325 2.5927 0.5592
H: -0.2741 1.9816 1.3245
H: -0.9612 -2.9378 -0.7039
H: 0.5724 -2.6608 -1.5973
H: 1.1659 2.7439 0.7665
H: -0.8714 -1.3964 -1.5154
H: -0.6378 3.3468 0.6525

Arrangement two

DFT (ωB97M-V with the def2-TZVPD basis set) results for a 2-piece molecular cluster, C2H6O2S2 overall.

Values from the calculation:
Net charge   0
Frontier orbital gap   9.67 eV

Geometry (Å):
S: 2.7940 -0.5866 0.5478
S: 1.5010 0.8711 -0.0274
O: -1.5385 -0.4988 0.4874
O: -2.9398 0.7965 1.7060
C: -2.2571 -0.1786 1.6201
C: 0.5717 0.1954 -1.4619
H: -1.9875 -0.8046 2.4759
H: 1.2845 0.1025 -2.2734
H: 3.6936 -0.4184 -0.4387
H: 0.3123 -0.8221 -1.1838
H: -1.2709 0.4119 0.2581
H: -0.1633 0.9316 -1.7101

Which one is most stable, and which one is least stable? arrangement two is the most stable of them, while arrangement one is the least stable.

Arrangement one

DFT (ωB97M-V with the def2-TZVPD basis set) results for a single C3H6O3 molecule.

Values from the calculation:
Net charge   0
Frontier orbital gap   10.87 eV

Geometry (Å):
O: -0.9028 -1.0229 1.4307
O: 1.5038 -0.4094 -1.0666
O: 1.1589 -0.2687 1.8765
C: 0.2190 -0.3753 -0.4722
C: 0.2651 -0.5245 1.1307
C: -0.5149 0.9393 -0.9277
H: -1.5231 0.6535 -1.1949
H: -0.6308 1.7116 -0.0689
H: -0.4311 -1.1326 -0.7515
H: 2.1720 0.0817 -0.5302
H: -1.3212 -1.0162 2.3187
H: 0.0052 1.3634 -1.7446

Arrangement two

DFT (ωB97M-V with the def2-TZVPD basis set) results for a single C3H6O3 molecule.

Values from the calculation:
Net charge   0
Frontier orbital gap   11.00 eV

Geometry (Å):
O: -0.4320 0.3206 0.4386
O: -0.1819 0.1885 -1.8339
O: 1.6646 -0.8325 1.2502
C: 1.4724 -0.8839 -0.2190
C: -1.7490 0.7476 0.2072
C: 0.1756 -0.1710 -0.6667
H: -1.7777 1.6604 -0.3892
H: -2.1044 1.1062 1.1964
H: 2.2643 -0.2838 -0.7025
H: 1.5191 0.2330 1.4981
H: -2.3110 -0.0578 -0.1622
H: 1.4602 -2.0274 -0.6168

Which one is most stable, and which one is least stable? arrangement one is the most stable of them, while arrangement two is the least stable.

Arrangement one

DFT (ωB97M-V with the def2-TZVPD basis set) results for a 2-piece molecular cluster, C3H6O3 overall.

Values from the calculation:
Net charge   0
Frontier orbital gap   11.18 eV

Geometry (Å):
O: -0.3296 -1.5765 0.5543
O: 1.2762 -1.5157 -0.9647
O: -1.7528 0.5961 -0.6091
C: 0.6514 -2.1206 -0.1187
C: -0.5759 0.8741 -0.6284
C: 0.0380 1.5857 0.5703
H: 0.8991 -3.1751 0.0486
H: 0.0435 0.8151 -1.5484
H: 1.1231 1.4127 0.6005
H: -0.0834 2.6492 0.3812
H: -0.4354 1.2782 1.4939
H: -0.8542 -0.8232 0.2205

Arrangement two

DFT (ωB97M-V with the def2-TZVPD basis set) results for a single C3H6O3 molecule.

Values from the calculation:
Net charge   0
Frontier orbital gap   10.86 eV

Geometry (Å):
O: 0.1332 0.0967 -1.9192
O: -0.2341 -1.6441 0.0493
O: 1.0300 1.4966 0.1344
C: 0.1163 -0.6352 0.9962
C: -0.6705 0.2929 -1.0245
C: -0.1354 0.7458 0.3370
H: 1.1685 -0.7307 1.2839
H: -1.7476 0.1231 -1.1655
H: -0.8560 1.3604 0.8899
H: 0.3542 -1.5170 -0.7164
H: 1.3459 1.2191 -0.7436
H: -0.5044 -0.8075 1.8785

Arrangement three

DFT (ωB97M-V with the def2-TZVPD basis set) results for a single C3H6O3 molecule.

Values from the calculation:
Net charge   0
Frontier orbital gap   11.48 eV

Geometry (Å):
O: 0.8214 1.0583 -0.4304
O: 0.5699 -1.2485 -0.4342
O: -1.3900 0.1163 -0.5002
C: 1.3734 -0.1422 -0.0633
C: -0.7997 -1.0705 0.0336
C: -0.5030 1.1503 -0.0368
H: -0.9830 -0.9653 1.0574
H: -0.6712 1.4039 1.0931
H: -1.2998 -1.7956 -0.4987
H: -1.0038 1.9114 -0.6088
H: 1.6270 -0.0858 0.9817
H: 2.2587 -0.3325 -0.5934

Arrangement four

DFT (ωB97M-V with the def2-TZVPD basis set) results for a single C3H6O3 molecule.

Values from the calculation:
Net charge   0
Frontier orbital gap   10.52 eV

Geometry (Å):
O: -0.5252 1.1341 -0.2791
O: 0.6939 -1.5215 0.8271
O: -1.6482 -0.9140 -0.4783
C: -0.8535 0.0297 -1.0938
C: 1.1754 -0.4265 0.6211
C: 0.3837 0.8743 0.7693
H: -1.0969 -1.3955 0.1638
H: -0.1409 0.8216 1.7327
H: 2.2382 -0.3459 0.3310
H: -1.4043 0.4298 -1.9458
H: 0.0957 -0.4019 -1.4543
H: 1.0820 1.7158 0.8063

Which one is most stable, and which one is least stable? arrangement one is the most stable of them, while arrangement three is the least stable.